73
Properties=species:S:1:pos:R:3:forces:R:3 method="wB97M-V/def2-TZVPD" multiplicity=1 total_energy_ha=-2539.48848 total_charge=+1 homo_energy_ha=-0.40877 gap_ev=7.327
C -2.314733 -1.795913 3.019747 0.05 -0.19 -0.32
P -1.482939 -0.321572 2.322049 0.31 0.76 0.21
C -2.667247 0.414592 1.121648 -0.09 -0.73 0.01
S -0.025395 -1.324389 1.042218 0.09 -0.39 0.33
C 0.798001 0.043280 0.159458 0.09 0.45 0.16
C 2.320130 -0.084880 0.256764 -0.29 -0.40 -0.28
C 2.867230 -0.796219 -0.960968 0.17 0.07 0.57
F 2.481180 -0.074255 -2.072551 -0.03 -0.09 -0.48
B -0.935669 -2.325942 -0.326090 -0.30 -0.34 -0.38
O -0.519600 -3.602780 -0.491815 0.25 0.75 -0.25
O -1.900630 -1.754055 -1.071819 -0.05 -0.31 0.39
H -1.924702 -2.721593 2.597505 -0.01 -0.09 0.06
H -3.382402 -1.764955 2.820785 -0.11 0.06 0.08
H -2.131691 -1.809762 4.088554 -0.06 -0.03 0.11
H -3.009497 1.365211 1.519373 0.01 0.12 -0.02
H -2.191607 0.546136 0.153391 0.04 0.32 -0.02
H -3.530038 -0.240133 0.992964 -0.14 0.08 -0.04
H 0.457480 0.057601 -0.871582 -0.09 0.04 -0.07
H 0.451516 0.956224 0.640517 -0.08 0.01 0.03
H 2.609501 -0.650889 1.138134 0.09 0.17 0.20
H 2.747559 0.912878 0.302918 0.05 0.05 0.07
H 3.948842 -0.846621 -0.907448 0.11 0.04 -0.19
H 2.485326 -1.815830 -1.054357 -0.12 -0.07 -0.08
H 0.290090 -3.638061 -1.015019 0.25 -0.66 0.11
H -2.737304 -1.567957 -0.638702 -0.19 0.47 -0.13
F 1.489255 2.800532 -0.944623 -0.02 0.01 0.01
C 1.917578 3.580142 -1.981039 0.04 0.05 -0.09
C 1.926690 4.948175 -1.821317 -0.05 0.04 0.13
C 2.360202 5.729120 -2.883200 0.02 -0.03 -0.05
C 2.768880 5.136895 -4.070232 0.01 0.01 0.00
C 2.747899 3.755227 -4.199529 0.00 0.10 0.04
C 2.320800 2.962465 -3.144557 -0.05 -0.14 -0.01
H 1.600380 5.388391 -0.888797 0.01 -0.01 0.00
H 2.378506 6.805207 -2.780272 -0.01 0.02 0.01
H 3.104254 5.752695 -4.893000 0.00 0.01 -0.01
H 3.065615 3.290494 -5.122600 0.00 -0.01 -0.01
H 2.294173 1.885819 -3.214969 0.02 -0.01 -0.03
F 5.099382 -0.849131 1.072540 0.07 -0.04 0.09
C 5.694218 -1.230082 2.237968 0.02 -0.01 0.03
C 5.205869 -2.338704 2.894969 -0.10 -0.05 -0.05
C 5.813411 -2.721420 4.082380 0.04 0.02 0.01
C 6.883204 -1.995656 4.585243 0.01 0.00 0.02
C 7.351313 -0.883482 3.899341 -0.02 -0.04 0.03
C 6.755935 -0.490611 2.709825 0.04 0.11 -0.06
H 4.374501 -2.894040 2.480275 0.02 0.00 -0.01
H 5.452477 -3.592768 4.611128 -0.01 -0.01 0.01
H 7.354512 -2.298968 5.509488 0.01 0.00 0.01
H 8.185539 -0.317382 4.289509 0.02 0.01 0.00
H 7.107137 0.368639 2.154982 -0.01 0.00 -0.01
F -2.156459 -6.533833 -6.790769 0.00 -0.01 -0.01
C -2.198139 -5.835386 -5.644483 -0.01 0.02 0.04
C -1.194008 -4.925287 -5.382974 0.09 0.03 -0.05
C -1.247474 -4.206496 -4.198726 -0.02 0.01 0.06
C -2.282932 -4.405143 -3.294748 0.05 -0.07 -0.24
C -3.279088 -5.327080 -3.586733 0.03 0.02 0.06
C -3.243922 -6.050025 -4.769076 -0.07 -0.06 0.00
H -0.395223 -4.786461 -6.098412 -0.01 -0.01 -0.02
H -0.473121 -3.477910 -3.988404 0.00 0.00 -0.02
H -2.302549 -3.838191 -2.381081 -0.10 0.02 0.11
H -4.089823 -5.489971 -2.889176 -0.02 0.00 0.00
H -4.011020 -6.770723 -5.016384 0.01 -0.01 -0.02
F -5.232248 1.932168 4.210668 0.03 -0.02 -0.04
C -5.498884 3.128539 3.632752 -0.03 0.05 -0.04
C -6.812740 3.495960 3.433005 -0.10 -0.09 0.04
C -7.072796 4.720801 2.836381 0.05 0.03 -0.01
C -6.029355 5.550517 2.448900 -0.01 0.01 -0.02
C -4.716775 5.154885 2.659867 -0.07 0.00 -0.01
C -4.443795 3.933715 3.259888 0.19 -0.04 -0.02
H -7.610606 2.835150 3.743323 0.01 0.00 0.01
H -8.096902 5.028634 2.677151 -0.02 0.00 0.00
H -6.239951 6.504290 1.985779 0.00 0.01 0.00
H -3.900760 5.797908 2.359718 0.02 0.01 0.02
H -3.426560 3.612267 3.444346 -0.01 0.00 0.04

16
Properties=species:S:1:pos:R:3:forces:R:3 method="wB97M-V/def2-TZVPD" multiplicity=1 total_energy_ha=-308.83087 de_lowest_kj_mol=176.7 total_charge=0 homo_energy_ha=-0.34802 gap_ev=10.311
C -1.283616 -0.183107 1.755263 0.63 -0.37 1.25
C -0.076964 -0.596743 0.941544 -1.40 -0.14 -1.06
C -0.157653 -0.662208 -0.395682 -0.02 0.40 1.34
C 1.010535 -0.846877 -1.316760 -1.06 -0.76 -1.03
O 0.777545 -0.504983 -2.689486 -0.08 0.50 0.10
H -1.076795 0.816902 2.154705 -0.02 -0.15 0.25
H -2.291848 -0.124421 1.350837 0.28 -0.23 -0.85
H -1.352145 -0.880255 2.599944 -0.10 0.35 0.15
H 0.782605 -0.905791 1.523528 0.37 0.54 -0.14
H -1.195222 -0.612339 -0.718660 0.25 0.35 -0.81
H 1.214818 -1.925964 -1.326766 0.86 0.25 0.39
H 1.809605 -0.169163 -1.038989 0.41 -0.55 0.34
H -0.097934 -0.777619 -2.969440 -0.14 -0.15 0.10
O 0.672818 2.779510 0.295363 -0.23 -0.75 -0.46
H -0.006228 2.076792 0.258564 0.43 0.46 0.11
H 1.270479 2.516265 -0.423967 -0.18 0.25 0.32

9
Properties=species:S:1:pos:R:3:forces:R:3 method="wB97M-V/def2-TZVPD" multiplicity=1 total_energy_ha=-744.34946 de_lowest_kj_mol=69.4 total_charge=-2 homo_energy_ha=0.03546 gap_ev=6.168
C 1.524987 0.103418 -0.304778 -3.91 2.28 2.58
C 0.304400 0.685985 0.219008 4.02 -1.32 -1.88
F 0.353388 2.050754 0.557630 -0.15 -0.90 -0.31
P -1.319558 -0.381095 0.103952 -0.49 -2.72 -1.39
O -0.909575 -1.726352 0.746271 0.45 1.16 -0.06
O -1.445940 -0.514384 -1.432275 0.29 0.71 0.95
O -2.495624 0.258284 0.783295 0.03 1.19 0.52
H 1.450947 -0.943910 -0.318568 -0.32 -1.31 -0.47
H 2.536971 0.467298 -0.354537 0.07 0.90 0.06

50
Properties=species:S:1:pos:R:3:forces:R:3 method="wB97M-V/def2-TZVPD" multiplicity=2 total_energy_ha=-1080.96817 de_lowest_kj_mol=53.0 total_charge=0 homo_energy_ha="-0.11987 / -0.28940" gap_ev="3.144 / 7.686"
Ba -0.508352 0.164622 -0.320003 -0.15 0.59 0.47
N -2.337526 3.591268 -0.032508 -1.62 -0.64 -3.30
O -1.899992 2.506285 0.386903 1.02 -2.27 0.66
O -2.204780 4.590710 0.565454 1.18 3.47 3.45
O -2.934669 3.655288 -1.121970 -0.14 -1.22 -0.89
C -0.223369 -4.612420 -2.455887 -0.46 -2.30 -1.04
C -0.041389 -3.161343 -2.658763 1.27 -0.99 -0.21
O -0.210179 -2.580193 -1.399099 -1.72 2.17 -0.01
H 0.114573 -5.203178 -3.307309 0.34 0.10 -0.29
H -1.277169 -4.889858 -2.430789 -0.13 0.19 0.55
H 0.287546 -5.049918 -1.598185 -0.02 0.37 0.15
H -0.703549 -2.850183 -3.466736 -0.48 0.71 0.68
H 0.954543 -2.973911 -3.060132 0.35 0.22 0.10
H 0.443108 -2.860490 -0.753918 0.43 -0.39 0.21
C -4.764058 -1.116557 2.044288 0.42 -0.62 0.34
C -3.281325 -0.697300 1.835043 -1.28 -0.43 0.12
O -2.931998 -0.840265 0.416261 -0.01 1.11 0.84
H -4.938569 -2.074070 1.553563 -0.12 -0.12 -0.05
H -5.550824 -0.429978 1.731699 0.59 0.38 -0.63
H -5.044238 -1.264862 3.087169 0.56 -0.15 0.26
H -2.518994 -1.256192 2.377808 -0.47 -0.62 0.23
H -3.202627 0.291251 2.287450 0.38 0.57 -1.23
H -3.363799 -1.629185 0.080475 -0.08 -0.14 0.11
C -1.187881 1.723899 4.092715 0.96 1.88 0.08
C -0.029905 2.163145 3.134416 -1.12 -0.19 0.97
O 0.187479 1.082696 2.272259 0.49 -0.72 -1.56
H -2.142048 2.039465 3.670732 -0.09 -0.74 -0.17
H -1.115129 2.296205 5.017532 0.05 0.08 0.18
H -1.066493 0.681482 4.387222 -0.35 -0.06 -0.34
H 0.882987 2.401008 3.680444 0.08 -0.03 0.15
H -0.275101 3.005262 2.487261 -0.28 0.00 0.24
H 0.401608 0.298365 2.782734 0.18 -0.34 0.13
C 3.345575 -2.078138 -1.038539 -0.82 -0.38 1.00
C 2.991630 -0.974636 -1.934633 1.16 1.28 -1.52
O 1.662644 -0.485533 -1.891085 -0.49 0.01 0.62
H 3.431166 -1.670967 -0.031080 -0.14 -0.38 0.20
H 4.316614 -2.490881 -1.312125 -0.19 -0.24 -0.13
H 2.508036 -2.774145 -1.085288 0.51 -0.64 0.28
H 3.128010 -1.250017 -2.980416 0.54 -0.12 -0.06
H 3.678351 -0.171176 -1.668261 0.05 0.44 -0.47
H 1.483406 -0.181354 -2.783806 -0.24 0.21 -0.12
C 3.318792 2.869142 -1.835538 -0.68 -0.38 0.84
C 2.556931 2.621876 -0.523016 0.17 -0.09 -0.48
O 1.132698 2.432517 -0.761997 0.99 -0.03 0.39
H 3.020388 2.088069 -2.534814 0.17 0.21 -0.28
H 4.394945 2.838350 -1.665115 -0.01 0.01 -0.05
H 3.037051 3.864846 -2.178008 0.10 -0.10 -0.38
H 2.820028 3.438716 0.149027 -0.74 0.27 0.18
H 2.894158 1.734306 0.012337 -0.15 -0.25 -0.28
H 0.761696 3.187974 -1.223774 -0.03 0.32 0.06

131
Properties=species:S:1:pos:R:3:forces:R:3 method="wB97M-V/def2-TZVPD" multiplicity=1 total_energy_ha=-4822.41884 de_lowest_kj_mol=221.3 total_charge=+5 homo_energy_ha=-0.73695 gap_ev=10.148
As -1.006807 -0.143721 -0.771391 -0.37 0.84 -0.18
F -2.430977 -1.107351 -1.337101 1.95 0.65 0.89
F -0.603727 -1.193851 0.610359 -0.34 0.26 -0.98
F 0.392233 0.946199 -0.235141 -1.47 -1.24 -0.68
F -1.400397 1.042989 -2.059011 0.72 -1.08 1.09
F -2.082147 0.727239 0.337319 0.65 -0.32 -0.60
F 0.114393 -1.076021 -1.775261 -0.87 0.72 0.60
C -1.234637 3.583559 1.119319 -0.40 0.67 -0.33
C -0.654107 3.841199 -0.307691 -1.19 -1.76 1.52
N -1.365787 4.816489 -1.054471 -0.96 4.75 -1.64
C -2.587467 4.695209 -1.713041 0.28 -0.15 0.05
C -2.873127 5.866179 -2.363281 0.43 -0.25 0.08
N -1.848087 6.762609 -2.101211 1.09 -1.96 0.94
C -0.955047 6.101389 -1.308381 -1.14 -0.10 -0.15
C -1.612547 8.102869 -2.677011 0.05 0.26 0.03
H -0.859707 2.642969 1.522839 0.47 0.38 -0.03
H -2.314557 3.438949 1.150169 -0.15 0.02 -0.64
H -1.094647 4.461179 1.750419 0.48 -0.21 0.27
H -0.914057 2.943289 -0.868301 1.20 -0.30 0.04
H 0.393883 4.126409 -0.215661 -0.08 -0.34 -0.46
H -3.134877 3.765699 -1.660591 -0.01 0.11 -0.16
H -3.668387 6.088889 -3.059251 -0.08 0.08 0.26
H -0.114527 6.614559 -0.865001 0.19 -0.32 -0.11
H -0.541147 8.257359 -2.804791 -0.08 -0.15 0.08
H -1.995447 8.884909 -2.021331 -0.14 -0.17 -0.03
H -2.075707 8.178779 -3.660781 -0.11 -0.13 0.18
C 2.598223 2.666799 -3.870181 0.51 1.42 -1.95
N 2.105883 2.945759 -5.354181 -1.10 -0.84 -0.02
C 2.387233 4.425499 -5.802641 0.49 -1.57 1.56
C 2.864333 1.973599 -6.318231 -1.06 1.18 0.72
C 0.565933 2.615779 -5.511191 0.20 1.28 1.19
C -0.406897 3.297869 -4.517931 0.73 0.59 0.67
O -0.244597 4.728859 -4.367281 0.50 -0.81 -0.38
H 2.479553 1.631599 -3.550231 -0.64 0.24 -0.23
H 2.216243 3.462609 -3.230751 -0.59 -0.49 0.04
H 3.668263 2.873419 -3.891131 0.11 -0.15 -0.22
H 1.912273 4.609209 -6.766361 0.15 -0.03 0.23
H 3.475773 4.481569 -5.796771 -0.05 0.17 -0.55
H 2.047793 5.061529 -4.985121 -0.37 0.02 -0.44
H 2.521973 2.194069 -7.329311 0.25 0.19 0.04
H 2.542513 0.954269 -6.104911 0.38 0.08 0.29
H 3.922053 2.194319 -6.174651 -0.10 -0.37 -0.19
H 0.441003 1.563639 -5.255271 0.17 -0.12 -0.60
H 0.185563 2.905689 -6.490661 0.84 -0.39 -0.34
H -0.245187 2.846239 -3.539161 -0.18 -0.06 0.16
H -1.408557 3.034409 -4.857601 -0.01 -0.01 -0.03
H -1.086367 5.183789 -4.289431 -0.23 -0.28 -0.17
C -3.821467 -1.050321 3.793649 -1.46 -0.45 0.41
N -5.162567 -0.740431 3.120929 0.68 3.09 -1.86
C -6.132017 0.028829 4.092869 1.63 -1.92 -0.08
C -4.854447 0.342789 1.965689 1.22 -0.93 1.00
C -5.928397 -1.900081 2.554009 -0.24 -1.07 1.57
C -5.117447 -2.932241 1.749009 -0.37 1.06 0.18
O -4.656137 -2.222261 0.630879 0.76 -0.54 -0.88
H -3.407827 -0.138091 4.223579 0.05 -0.01 -0.47
H -3.158037 -1.599171 3.125269 -0.08 0.54 -0.20
H -4.027617 -1.706131 4.639529 -0.14 -0.08 0.02
H -5.606647 0.914779 4.449479 -0.25 -0.10 -0.07
H -6.194677 -0.751741 4.851079 -0.63 0.64 0.56
H -7.096607 0.227719 3.625829 0.29 -0.01 -0.11
H -4.296797 1.146899 2.445829 -0.67 0.24 0.41
H -5.747067 0.689499 1.444989 -0.04 -0.29 0.36
H -4.085167 -0.024731 1.286549 -0.60 -0.57 -0.11
H -6.773267 -1.387961 2.093539 0.09 -0.61 -0.76
H -6.360367 -2.417151 3.410829 -0.05 -0.02 0.24
H -5.637587 -3.840571 1.444909 -0.81 0.26 0.24
H -4.282207 -3.349501 2.311479 0.21 0.49 0.20
H -5.408777 -2.203861 0.035239 0.06 0.26 -0.48
C 3.525593 -1.123161 4.673919 -1.96 0.46 -0.68
N 2.721953 0.192609 4.504059 0.16 -0.13 1.43
C 2.060523 0.575239 5.883939 0.89 0.11 -1.05
C 3.688433 1.273139 4.138959 -0.45 -0.53 -0.38
C 1.644913 -0.053351 3.413789 0.92 -0.41 0.98
C 0.604753 1.024079 3.131609 0.01 0.08 -0.07
O -0.312517 1.085479 4.190329 -0.26 -0.28 0.66
H 3.825873 -1.439071 3.674849 0.38 0.25 0.03
H 2.739753 -1.824001 4.955649 0.51 -0.29 0.58
H 4.360253 -1.051301 5.371249 -0.32 0.22 0.00
H 1.219593 -0.073471 6.129109 0.20 0.02 -0.25
H 1.758113 1.618979 5.798709 -0.21 -0.22 -0.03
H 2.857013 0.520149 6.625999 -0.10 -0.18 -0.03
H 3.061733 2.071029 3.740589 0.65 0.31 0.10
H 4.350473 0.830749 3.394579 -0.10 0.40 -0.28
H 4.303593 1.547989 4.995779 -0.34 0.17 0.02
H 1.215373 -0.962191 3.835209 -0.72 0.11 -0.40
H 2.214053 -0.362591 2.537119 -0.14 0.35 -0.19
H 0.054333 0.786349 2.221319 0.44 -0.49 -0.29
H 0.996233 2.027859 2.966459 0.67 -0.03 -0.07
H -0.941707 1.779579 3.980719 -0.15 0.14 0.18
C -1.422697 -4.281341 -1.990111 -0.71 -0.33 1.96
N -2.129857 -4.979921 -0.746471 0.66 0.64 -2.84
C -3.612867 -5.073871 -1.069521 0.49 0.35 0.90
C -1.514127 -6.340411 -0.773551 -1.07 -0.54 1.08
C -1.860537 -4.221351 0.596849 -1.53 -0.33 -2.35
C -0.459347 -4.214041 1.086599 -0.37 0.53 0.71
O -0.152447 -5.413671 1.670829 0.62 -1.91 0.53
H -0.409067 -4.296741 -1.589591 0.14 0.51 -1.00
H -1.848647 -3.296201 -2.180311 0.22 0.04 0.40
H -1.576997 -4.897091 -2.876191 0.18 -0.20 0.31
H -3.965767 -4.062921 -1.273341 -0.05 -0.08 0.28
H -4.064747 -5.511241 -0.179241 -0.34 0.09 -0.16
H -3.841057 -5.695101 -1.935601 0.54 -0.09 0.07
H -0.429237 -6.278861 -0.688041 -0.29 -0.11 0.12
H -1.835057 -6.908231 -1.646871 0.19 0.42 -0.22
H -1.992717 -6.840171 0.068649 0.64 -0.36 0.21
H -2.559787 -4.700361 1.282199 0.35 -0.06 0.29
H -2.217337 -3.211411 0.394789 0.05 0.07 0.02
H -0.519677 -3.527401 1.930979 0.32 1.04 -0.47
H 0.308183 -3.970491 0.351969 -0.21 0.70 -0.21
H 0.584183 -5.240761 2.261659 0.06 -0.54 0.21
C 3.463403 -1.412421 -0.407041 -0.41 -1.31 -0.08
N 4.389553 -2.654991 -0.647431 0.02 1.21 -0.14
C 4.297433 -3.765421 0.389999 0.13 2.00 -0.17
C 3.981003 -3.406251 -1.970021 0.96 1.65 0.50
C 5.865453 -2.066191 -0.695591 0.38 -0.26 0.15
C 6.581493 -1.803421 0.686939 -1.14 -0.76 -0.82
O 5.833603 -0.840051 1.362839 -1.24 0.68 0.62
H 3.747213 -0.566261 -1.032791 0.27 -0.42 -0.12
H 3.452783 -1.060151 0.624419 0.50 -0.45 -0.05
H 2.448983 -1.710851 -0.671571 -0.01 -0.04 -0.05
H 3.255023 -4.082281 0.357359 0.40 -0.58 0.13
H 4.534053 -3.305821 1.349619 -0.10 -0.29 0.05
H 5.088423 -4.454711 0.094489 -0.55 -0.49 0.25
H 4.876973 -3.991461 -2.177021 -0.54 -0.36 -0.34
H 3.775303 -2.694191 -2.769241 0.47 0.19 0.10
H 3.043153 -3.949571 -1.854481 0.40 -0.22 0.53
H 5.786623 -1.152551 -1.284781 0.03 -0.08 0.12
H 6.485653 -2.769261 -1.251611 -0.14 -0.14 -0.01
H 7.605113 -1.433181 0.630089 0.11 -0.43 -0.89
H 6.567193 -2.748721 1.229439 0.36 -0.11 0.10
H 6.172433 -0.719541 2.252939 0.33 0.04 0.03

22
Properties=species:S:1:pos:R:3:forces:R:3 method="wB97M-V/def2-TZVPD" multiplicity=1 total_energy_ha=-399.95377 de_lowest_kj_mol=282.2 total_charge=+2 homo_energy_ha=-0.69886 gap_ev=10.465
C 0.879007 -0.328813 -1.564319 0.02 -0.17 -0.42
C -1.270963 -0.083955 -0.179593 3.05 0.59 1.99
C 2.540216 0.153900 0.426528 1.06 -0.10 0.19
C -2.077624 1.149641 -0.206173 -0.39 0.51 -0.12
C -1.793014 -1.306167 0.454378 -0.06 -0.42 0.23
C 0.319921 0.412113 1.279049 -0.47 -0.07 -0.22
N 2.001345 -0.151787 -0.898240 0.06 0.08 0.08
N -0.411596 -0.286684 -1.314595 -0.32 -0.15 -0.69
N 1.607899 0.477697 1.471406 -2.38 -0.38 -1.16
H 1.078074 -0.567559 -2.609417 -0.06 0.07 0.14
H 3.134898 -0.718218 0.747067 -0.18 0.25 -0.08
H 3.235626 1.000171 0.306275 -0.23 -0.23 0.00
H -3.141183 0.899035 -0.224732 -0.01 -0.10 -0.04
H -1.844024 1.789827 -1.054652 0.07 -0.02 0.00
H -1.947120 1.750362 0.697335 0.00 -0.13 0.06
H -2.579019 -1.723303 -0.187398 -0.07 0.11 -0.08
H -2.262303 -1.080809 1.410404 -0.08 0.06 0.01
H -1.043743 -2.084594 0.583996 0.05 0.05 -0.05
H -0.285248 0.662121 2.146793 0.14 0.08 0.25
H 2.815926 -0.273322 -1.500479 -0.33 -0.02 -0.08
H -0.983996 -0.428094 -2.151126 0.29 -0.03 -0.01
H 2.026919 0.738437 2.367494 -0.17 0.01 0.00

What is the multiplicity in the second record?
1

What is the multiplicity in the third record?
1

Which value of multiplicity does entry 6 give?
1